Density functional theory data (ωB97M-V/def2-TZVPD) for a structure of composition C26H35Cl5GaSiTe at a distorted geometry.

Structure (XYZ):
```
69
Properties=species:S:1:pos:R:3:forces:R:3
Ga -1.214968 0.123648 0.532506 -0.066 0.594 1.052
Cl -3.740975 -1.240224 0.850909 -0.124 -0.281 -0.140
C -3.327621 -0.475013 2.356144 0.293 0.508 -0.008
C -2.286578 0.438438 2.256386 0.150 -0.546 -0.198
C -1.950518 1.150980 3.396439 -0.027 -0.158 -0.498
Cl -0.670917 2.311889 3.248481 0.079 0.086 0.120
C -2.605333 0.946197 4.604161 -0.012 0.058 0.138
Cl -2.158751 1.838512 5.997566 -0.006 0.001 -0.037
C -3.621505 -0.012359 4.674337 -0.043 -0.015 0.004
Cl -4.424797 -0.296424 6.157168 0.010 0.002 0.000
C -3.999286 -0.734443 3.536482 -0.093 -0.081 0.087
Cl -5.236197 -1.919300 3.610234 0.028 0.074 -0.056
C 0.993317 -0.872846 -2.572916 0.067 -0.023 0.148
C 1.682023 -0.648469 -1.219885 -0.295 -0.124 0.241
C 3.107205 -1.213368 -1.260829 -0.080 0.014 0.083
C 1.737168 0.871901 -1.010517 0.030 -0.051 0.016
Si 0.638965 -1.529172 0.166871 0.054 0.024 -0.357
C -0.223684 -3.175876 -0.401356 0.163 0.342 0.137
C -0.873438 -3.867108 0.805873 0.088 0.038 -0.070
C -1.308266 -2.899383 -1.457326 0.022 -0.023 -0.007
C 0.826087 -4.134018 -0.983195 0.068 0.073 0.024
C 1.464993 -1.540167 1.925909 -0.278 0.095 -0.256
C 0.443540 -1.889061 3.021026 0.053 0.019 -0.041
C 1.987764 -0.124817 2.211882 -0.005 -0.153 -0.112
C 2.628882 -2.535702 1.996912 -0.062 -0.002 -0.100
H 1.498340 -0.286964 -3.345542 0.015 0.028 0.007
H -0.050123 -0.546211 -2.530850 -0.014 -0.029 -0.135
H 1.025092 -1.917198 -2.878204 -0.056 0.036 -0.055
H 3.639751 -0.814710 -2.128374 0.011 0.015 -0.005
H 3.112080 -2.302372 -1.336868 0.064 0.007 -0.015
H 3.664403 -0.930148 -0.366712 0.067 -0.018 -0.057
H 2.333738 1.323745 -1.808586 0.005 0.010 -0.016
H 2.180441 1.164657 -0.059647 -0.010 0.012 -0.038
H 0.734510 1.307099 -1.074345 0.065 0.043 -0.044
H -1.531015 -3.198946 1.360516 -0.098 -0.007 0.085
H -0.117284 -4.259667 1.484931 -0.037 0.009 0.048
H -1.471591 -4.715155 0.462779 0.001 0.004 -0.033
H -1.876921 -1.989400 -1.246034 -0.054 -0.037 -0.054
H -2.025433 -3.723672 -1.478862 0.031 -0.040 0.004
H -0.890367 -2.807481 -2.457390 -0.021 0.055 0.005
H 1.591628 -4.378785 -0.244133 0.010 -0.056 -0.034
H 1.326196 -3.720828 -1.859500 -0.017 -0.057 -0.015
H 0.343692 -5.068024 -1.283524 -0.003 -0.013 -0.001
H -0.478800 -1.313162 2.918808 -0.044 -0.034 0.099
H 0.867546 -1.651975 4.000926 0.037 0.019 -0.008
H 0.191136 -2.945365 3.026385 -0.054 0.014 0.016
H 1.202519 0.625766 2.067625 0.134 0.064 0.050
H 2.838385 0.121053 1.576190 -0.021 0.073 0.024
H 2.319125 -0.055033 3.251049 -0.007 -0.007 0.018
H 2.302944 -3.556755 1.790143 0.019 -0.013 0.042
H 3.050476 -2.520065 3.005802 0.020 -0.015 0.006
H 3.425565 -2.283577 1.297035 0.016 -0.052 0.039
C -0.068052 4.071447 -0.489071 0.079 -0.074 0.170
Te -1.814184 2.874349 -0.083177 0.079 -0.060 -0.589
C -2.138315 2.968930 -2.215454 -0.128 -0.051 -0.010
C -1.033124 3.811130 -2.796258 0.128 0.017 0.126
C -1.011799 4.091625 -4.160369 0.003 0.015 0.017
C -0.013002 4.888329 -4.690441 -0.047 -0.032 -0.075
C 0.980766 5.400933 -3.866773 0.074 0.022 0.077
C 0.971496 5.116490 -2.513069 -0.025 -0.032 -0.014
C -0.039129 4.324471 -1.972573 -0.093 -0.060 -0.053
H 0.837218 3.581000 -0.132603 -0.078 -0.104 0.021
H -0.186602 5.004385 0.061556 -0.082 -0.083 0.091
H -3.113248 3.420673 -2.394884 -0.014 -0.026 0.104
H -2.148280 1.967984 -2.645042 0.007 -0.036 0.109
H -1.788878 3.691461 -4.800150 0.009 0.015 -0.022
H -0.010616 5.114672 -5.748147 0.007 -0.009 0.000
H 1.760388 6.028314 -4.277099 -0.001 -0.013 -0.021
H 1.742220 5.513162 -1.863327 0.008 0.029 -0.030
```
Forces are in eV/Å.

Output
HOMO-LUMO gap ... 7.826 eV
LUMO level ... -3.89 eV
Total charge ... +1
Maximum force ... 0.02352 hartree/bohr

These are the Mulliken partial charges, in e, on atoms 1 to 2: number 1, Ga, carries 0.328; number 2, Cl, carries -0.161